No. 1
Here is a molecular structure, C17H29ClSi2Sn at a distorted geometry from the Open Molecules 2025 dataset. Energies are from wB97M-V/def2-TZVPD.

CARTESIAN COORDINATES (ANGSTROEM)
C (2.19, 1.18, -3.52)
C (1.23, 0.39, -4.22)
C (1.43, -0.98, -3.84)
H (0.51, 0.76, -4.97)
C (2.51, -1.03, -2.88)
C (2.97, 0.29, -2.69)
H (3.83, 0.60, -2.10)
H (2.33, 2.26, -3.64)
H (0.92, -1.84, -4.26)
H (2.94, -1.95, -2.46)
Sn (-0.32, -0.16, -1.20)
Cl (0.10, 2.23, -1.45)
C (-3.42, 0.49, -1.58)
C (-3.27, -0.93, -1.52)
C (-2.70, -1.37, -2.75)
H (-3.59, -1.60, -0.69)
C (-2.63, -0.24, -3.63)
C (-3.05, 0.91, -2.90)
H (-3.15, 1.93, -3.27)
H (-3.78, 1.14, -0.79)
H (-2.42, -2.39, -2.98)
H (-2.39, -0.27, -4.69)
C (1.90, -0.08, 3.52)
Si (1.79, 0.16, 1.63)
C (2.11, 1.99, 1.44)
C (3.11, -0.90, 0.84)
C (0.20, -0.55, 0.98)
Si (-1.10, -0.19, 2.27)
C (-1.11, 1.51, 3.02)
C (-2.72, -0.31, 1.41)
C (-1.21, -1.58, 3.51)
H (2.95, 0.11, 3.79)
H (1.64, -1.10, 3.82)
H (1.28, 0.60, 4.12)
H (2.89, 2.26, 2.18)
H (2.47, 2.26, 0.44)
H (1.25, 2.63, 1.65)
H (2.63, -1.77, 0.33)
H (3.72, -0.37, 0.08)
H (3.80, -1.32, 1.61)
H (0.30, -1.68, 0.96)
H (-0.99, 2.31, 2.27)
H (-2.11, 1.58, 3.48)
H (-0.33, 1.62, 3.78)
H (-2.68, -1.29, 0.95)
H (-3.59, -0.23, 2.07)
H (-2.76, 0.48, 0.65)
H (-1.03, -2.55, 3.03)
H (-0.44, -1.41, 4.26)
H (-2.22, -1.60, 3.95)

DFT total energy   -52206.2530 eV
E_LUMO (spin up / spin down)   -1.95 / -2.40 eV
Highest occupied orbital energy (spin up / spin down)   -0.286 / -0.280 hartree
Net charge   0

These are the Mulliken partial charges, in e, on atoms 1 to 6:
1 C -0.681
2 C -0.225
3 C -0.395
4 H 0.352
5 C -0.527
6 C -0.170

No. 2
Here is 3 unconnected molecules or ions with the total composition C17H29F6O5 from the Open Molecules 2025 dataset. Energies are from wB97M-V/def2-TZVPD.

CARTESIAN COORDINATES (ANGSTROEM)
C (-0.38, 0.07, 0.18)
C (-0.41, -1.27, -0.55)
C (-0.17, -2.46, 0.40)
C (-1.43, -3.13, 0.93)
C (-2.27, -3.86, -0.15)
C (-3.45, -3.12, -0.78)
C (-4.57, -2.92, 0.25)
C (-5.37, -1.65, 0.06)
C (-5.96, -1.10, 1.36)
O (-6.45, -1.89, -0.87)
H (-0.42, 0.91, -0.52)
H (-1.22, 0.13, 0.88)
H (0.54, 0.13, 0.76)
H (0.36, -1.26, -1.33)
H (-1.36, -1.38, -1.07)
H (0.43, -2.10, 1.24)
H (0.43, -3.21, -0.13)
H (-1.10, -3.85, 1.69)
H (-2.06, -2.41, 1.46)
H (-2.68, -4.76, 0.32)
H (-1.59, -4.22, -0.93)
H (-3.14, -2.11, -1.10)
H (-4.20, -2.95, 1.30)
H (-5.31, -3.73, 0.16)
H (-4.72, -0.87, -0.36)
H (-6.59, -1.86, 1.82)
H (-6.56, -0.21, 1.15)
H (-5.16, -0.81, 2.03)
H (-6.52, -1.13, -1.44)
C (0.92, 5.82, 3.78)
C (1.38, 4.51, 4.36)
O (1.61, 3.53, 3.33)
C (2.76, 3.61, 2.69)
O (3.65, 4.39, 2.88)
C (2.84, 2.48, 1.64)
F (1.72, 2.39, 0.93)
F (3.05, 1.31, 2.26)
F (3.85, 2.69, 0.80)
H (0.03, 5.67, 3.16)
H (0.67, 6.52, 4.58)
H (1.69, 6.27, 3.15)
H (0.61, 4.07, 4.99)
H (2.29, 4.62, 4.95)
C (4.22, 0.02, -1.54)
C (3.04, -0.23, -2.45)
O (3.28, 0.30, -3.77)
C (4.02, -0.44, -4.57)
O (4.52, -1.50, -4.34)
C (4.15, 0.26, -5.94)
F (4.44, 1.56, -5.80)
F (3.00, 0.16, -6.62)
F (5.11, -0.30, -6.67)
H (4.46, 1.09, -1.51)
H (3.98, -0.31, -0.53)
H (5.10, -0.52, -1.88)
H (2.15, 0.30, -2.09)
H (2.79, -1.28, -2.52)

DFT total energy   -44640.6905 eV
E_LUMO   2.07 eV
Highest occupied orbital energy   -0.032 hartree
Net charge   -1
Relative energy (zero: lowest compared OMol25 entry of this formula, charge and spin)   3.9 kcal/mol

These are the Mulliken partial charges, in e, on atoms 1 to 6:
1 C -1.256
2 C 0.527
3 C -0.958
4 C -0.446
5 C -0.410
6 C -1.250

No. 3
Here is 3 unconnected molecules or ions with the total composition C17H29IO7 at a distorted geometry from the Open Molecules 2025 dataset. Energies are from wB97M-V/def2-TZVPD.

CARTESIAN COORDINATES (ANGSTROEM)
C (2.68, 1.48, 2.14)
C (1.26, 1.44, 1.37)
O (1.26, 0.91, 0.21)
O (0.13, 1.95, 2.07)
C (-0.70, 0.88, 2.62)
C (0.04, -0.03, 3.73)
C (-0.88, -1.28, 4.12)
C (-0.91, -2.46, 3.03)
C (0.51, -3.08, 2.66)
O (1.48, -3.37, 3.69)
C (2.58, -3.91, 2.90)
O (3.15, -4.99, 3.05)
O (2.75, -2.88, 1.90)
C (1.42, -2.41, 1.51)
I (0.68, -3.10, -0.44)
H (3.40, 2.27, 1.73)
H (3.14, 0.42, 2.08)
H (2.43, 1.63, 3.25)
H (-1.18, 0.24, 1.80)
H (-1.56, 1.41, 3.18)
H (0.13, 0.63, 4.68)
H (1.11, -0.32, 3.46)
H (-0.59, -1.63, 5.16)
H (-1.97, -0.89, 4.21)
H (-1.57, -3.32, 3.45)
H (-1.43, -2.13, 2.06)
H (0.24, -4.11, 2.21)
H (1.30, -1.28, 1.56)
C (-2.47, -2.38, -3.50)
C (-3.53, -1.39, -3.93)
C (-4.56, -1.52, -2.82)
O (-3.84, -1.86, -1.63)
C (-2.50, -2.22, -1.99)
H (-1.49, -2.18, -3.93)
H (-2.78, -3.39, -3.77)
H (-3.12, -0.38, -3.94)
H (-3.95, -1.59, -4.92)
H (-5.27, -2.32, -3.03)
H (-5.12, -0.59, -2.66)
H (-1.84, -1.41, -1.66)
H (-2.21, -3.14, -1.47)
C (0.92, 3.54, -2.35)
C (1.82, 3.53, -3.57)
C (2.63, 4.79, -3.37)
O (2.74, 5.00, -1.95)
C (1.83, 4.11, -1.29)
H (0.52, 2.56, -2.09)
H (0.08, 4.22, -2.52)
H (2.47, 2.65, -3.54)
H (1.28, 3.52, -4.52)
H (2.12, 5.67, -3.79)
H (3.63, 4.73, -3.81)
H (2.42, 3.31, -0.81)
H (1.29, 4.65, -0.52)

DFT total energy   -40528.5344 eV
E_LUMO   -0.08 eV
Highest occupied orbital energy   -0.344 hartree
Net charge   0
Relative energy (zero: lowest compared OMol25 entry of this formula, charge and spin)   72.6 kcal/mol

These are the Mulliken partial charges, in e, on atoms 1 to 6:
1 C -0.875
2 C 0.684
3 O -0.516
4 O -0.364
5 C -0.343
6 C -0.236

No. 4
Here is a single C17H29N3O3 molecule at a distorted geometry from the Open Molecules 2025 dataset. Energies are from wB97M-V/def2-TZVPD.

CARTESIAN COORDINATES (ANGSTROEM)
C (0.40, 0.76, 4.34)
C (-0.92, 0.98, 3.44)
C (-1.36, -0.32, 2.57)
C (-2.08, 0.15, 1.21)
C (-3.37, -0.85, 1.02)
C (-1.14, 0.13, -0.10)
C (-1.36, -1.33, -0.79)
N (-1.39, -2.49, -1.16)
C (0.43, 0.28, 0.18)
C (1.36, 0.15, -1.16)
C (2.93, 0.02, -0.71)
C (3.53, -1.45, -1.10)
N (3.39, -2.43, 0.04)
C (2.76, -3.66, -0.52)
C (1.31, -4.18, -0.05)
O (3.41, -4.31, -1.41)
C (-1.67, 1.20, -1.24)
O (-3.09, 1.52, -1.06)
C (-1.59, 0.47, -2.69)
N (-1.54, 0.21, -3.88)
O (-0.87, 2.39, -1.16)
C (-1.15, 3.32, -2.24)
C (0.08, 3.48, -3.30)
H (0.81, -0.30, 4.21)
H (0.16, 0.88, 5.48)
H (1.16, 1.59, 4.10)
H (-0.88, 1.94, 2.78)
H (-1.79, 1.18, 4.18)
H (-2.18, -0.85, 3.20)
H (-0.53, -1.09, 2.43)
H (-2.51, 1.21, 1.42)
H (-3.10, -1.94, 1.24)
H (-3.92, -0.68, 0.03)
H (-4.11, -0.52, 1.85)
H (0.86, -0.52, 0.91)
H (0.68, 1.33, 0.61)
H (1.30, 1.08, -1.83)
H (1.14, -0.81, -1.76)
H (3.52, 0.78, -1.34)
H (3.07, 0.15, 0.43)
H (3.09, -1.85, -2.09)
H (4.67, -1.35, -1.28)
H (2.69, -2.03, 0.71)
H (0.64, -4.29, -0.98)
H (1.48, -5.17, 0.52)
H (0.90, -3.39, 0.69)
H (-3.04, 2.34, -0.50)
H (-1.25, 4.37, -1.75)
H (-2.13, 3.14, -2.80)
H (-0.30, 3.63, -4.39)
H (0.64, 4.47, -3.05)
H (0.85, 2.64, -3.24)

DFT total energy   -28705.7953 eV
E_LUMO   0.24 eV
Highest occupied orbital energy   -0.352 hartree
Net charge   0
Relative energy (zero: lowest compared OMol25 entry of this formula, charge and spin)   219.2 kcal/mol

These are the Mulliken partial charges, in e, on atoms 1 to 6:
1 C -1.075
2 C -0.372
3 C -0.713
4 C 0.083
5 C -1.495
6 C 1.777